# 1
Density functional theory data (ωB97M-V/def2-TZVPD) for the molecule C25H27N5O3S.

Geometry as XYZ:
```
61
Properties=species:S:1:pos:R:3
C -1.444 1.013 -6.728
C -2.848 1.589 -6.554
O -2.870 2.729 -5.723
C -2.747 2.586 -4.371
C -2.731 1.380 -3.679
C -2.618 1.374 -2.301
C -2.516 2.562 -1.586
N -2.391 2.468 -0.195
C -2.120 3.446 0.693
O -2.009 4.630 0.456
C -1.955 2.906 2.116
S -0.287 2.214 2.386
C -0.484 0.649 1.662
N -1.573 0.163 1.125
N -1.294 -1.072 0.673
C -0.047 -1.335 0.927
C 0.654 -2.615 0.645
C -0.099 -3.783 1.197
C -0.639 -4.860 0.542
C -1.227 -5.691 1.513
C -1.028 -5.089 2.725
N -0.338 -3.934 2.533
C 0.024 -3.009 3.568
N 0.534 -0.260 1.567
C 1.867 -0.101 1.994
C 2.145 0.186 3.327
C 3.451 0.338 3.734
C 4.504 0.205 2.822
O 5.748 0.372 3.330
C 6.854 0.287 2.461
C 4.216 -0.081 1.490
C 2.903 -0.230 1.082
C -2.538 3.772 -2.276
C -2.652 3.777 -3.649
H -1.043 0.676 -5.775
H -1.473 0.174 -7.417
H -0.781 1.777 -7.127
H -3.220 1.949 -7.517
H -3.540 0.822 -6.184
H -2.810 0.434 -4.192
H -2.603 0.432 -1.771
H -2.397 1.510 0.167
H -2.030 3.731 2.823
H -2.675 2.123 2.349
H 1.663 -2.567 1.067
H 0.736 -2.750 -0.436
H -0.613 -5.031 -0.516
H -1.735 -6.618 1.338
H -1.322 -5.399 3.708
H -0.611 -2.118 3.538
H 1.067 -2.698 3.465
H -0.103 -3.488 4.537
H 1.338 0.293 4.034
H 3.689 0.563 4.760
H 6.934 -0.706 2.008
H 6.803 1.046 1.674
H 7.729 0.471 3.082
H 5.002 -0.183 0.760
H 2.684 -0.435 0.044
H -2.461 4.699 -1.732
H -2.671 4.707 -4.194
```

## Properties
* Kohn-Sham gap: 7.981 eV
* structure (SMILES): CCOc1ccc(NC(=O)CSc2nnc(Cc3cccn3C)n2-c2ccc(OC)cc2)cc1
* DFT total energy: -50791.3052 eV
* LUMO energy: 0.41 eV

---

# 2
Density functional theory data (ωB97M-V/def2-TZVPD) for the molecule C4H4ClNO2.

Geometry as XYZ:
```
12
Properties=species:S:1:pos:R:3
O -0.181 -0.353 -2.284
C 0.276 0.303 -1.365
O 1.459 0.980 -1.545
N 2.100 1.036 -0.149
C 1.256 0.567 0.750
C -0.069 0.220 0.100
C -1.013 -1.029 0.307
Cl -1.481 -0.707 2.103
H 1.279 0.705 1.771
H -0.795 1.118 0.337
H -0.637 -2.094 0.076
H -2.193 -0.747 -0.101
```

## Properties
* Kohn-Sham gap: 10.718 eV
* structure (SMILES): O=C1ON=C[C@@H]1CCl
* DFT total energy: -22316.9941 eV
* LUMO energy: -0.09 eV

---

# 3
Density functional theory data (ωB97M-V/def2-TZVPD) for the molecule C6H13NS.

Geometry as XYZ:
```
21
Properties=species:S:1:pos:R:3
C -1.752 1.265 -0.464
C -0.755 1.699 0.621
C -0.105 0.526 1.312
N 0.804 -0.232 0.443
C 2.004 0.238 0.229
S 3.245 -0.444 -0.662
C 0.482 -1.610 0.117
C 0.212 -1.787 -1.324
H -2.500 0.578 -0.013
H -2.288 2.148 -0.880
H -1.177 0.692 -1.222
H -0.035 2.315 0.121
H -1.229 2.310 1.385
H 0.492 0.853 2.153
H -0.912 -0.185 1.603
H 2.080 1.258 0.563
H 1.329 -2.209 0.358
H -0.381 -1.889 0.843
H 1.139 -1.761 -1.912
H -0.282 -2.772 -1.493
H -0.368 -0.994 -1.777
```

## Properties
* Kohn-Sham gap: 8.795 eV
* structure (SMILES): CCCN(C=S)CC
* DFT total energy: -18757.7252 eV
* LUMO energy: 0.68 eV

---

# 4
Density functional theory data (ωB97M-V/def2-TZVPD) for a cluster of 2 separate species, C3H7NO2S in total.

Geometry as XYZ:
```
14
Properties=species:S:1:pos:R:3
C -1.848 0.445 -0.768
C -0.709 -0.291 -0.088
C 0.488 -0.707 -0.936
S -0.875 -0.815 1.399
H -1.920 0.145 -1.768
H -1.543 1.408 -0.651
H -2.774 0.162 -0.227
H 1.481 -0.504 -0.499
H 0.430 -0.076 -1.934
H 0.425 -1.851 -1.149
O 2.186 1.949 1.554
N 1.508 1.026 1.334
O 1.927 -0.169 1.913
H 1.225 -0.723 1.820
```

## Properties
* Kohn-Sham gap: 8.785 eV
* structure (SMILES): CC(C)=S.O=NO
* DFT total energy: -19640.7929 eV
* LUMO energy: -0.27 eV

---

no.,strongest force on any atom (eV Å⁻¹)
1,1.2
2,5.4
3,2.4
4,6.4